1.
The following is a quantum chemistry calculation of the molecule C4H8N2O at a distorted geometry, from the Open Molecules 2025 dataset.

```
15
Properties=species:S:1:pos:R:3:forces:R:3:mulliken_charge:R:1
C -1.30696 -1.25179 0.25508 0.2 -2.0 -0.6 -1.406
C 0.06347 -0.73800 -0.13704 0.8 -0.2 1.1 0.224
C 0.50746 0.32557 0.81550 1.1 0.5 1.5 -0.728
C 0.92994 1.56592 -0.02615 1.1 0.2 3.1 -0.339
N 0.51208 1.30747 -1.31274 -0.1 -2.1 -1.4 -0.650
N 0.19628 0.05927 -1.41367 -0.8 2.0 -2.5 0.996
O -0.06779 -0.36982 -2.54941 -0.2 -1.2 1.1 -0.667
H -1.98532 -0.49476 0.04965 -1.6 1.4 -0.4 0.420
H -1.42001 -1.48418 1.34170 0.6 0.2 -0.8 0.329
H -1.60788 -2.15377 -0.33073 0.2 0.7 0.4 0.333
H 0.76868 -1.58604 -0.16396 -0.1 0.5 -0.4 0.257
H 1.17522 -0.06639 1.63020 0.0 0.6 -1.2 0.396
H -0.23090 0.80397 1.37226 -2.2 -0.3 1.1 0.282
H 0.44781 2.54256 0.30337 0.9 -1.2 0.0 0.309
H 2.01791 1.54000 0.16596 -0.1 1.1 -1.0 0.244
```
Positions in Å, forces in eV/Å.

Calculated values
* lowest unoccupied orbital energy (spin up / spin down): 0.6928 / 0.6927 eV
* spin multiplicity: 1
* HOMO energy (spin up / spin down): -9.2 / -9.2 eV
* E_tot: -341.84249 a.u.
* SMILES string: C[C@@H]1CCN=[N+]1[O-]
* net charge: 0

---

2.
The following is a quantum chemistry calculation of the molecule C4H8N2O at a distorted geometry, from the Open Molecules 2025 dataset.

```
15
Properties=species:S:1:pos:R:3:forces:R:3:mulliken_charge:R:1
C -1.47040 1.22855 0.05264 0.0 0.4 -0.5 -0.724
C -1.48335 -0.08883 -0.12136 4.0 1.3 -1.5 0.604
C -2.44227 -1.14712 0.13965 1.7 0.1 -1.5 -1.023
N 0.00691 -0.76505 -0.79655 -2.4 1.3 2.0 -0.490
N 0.85901 -0.09607 -0.24299 -0.5 0.5 0.7 0.150
O 2.12183 -0.54046 -0.46677 0.3 -1.5 -1.0 -0.201
C 3.09243 0.30691 0.07743 2.3 -2.7 3.6 -0.446
H -0.61207 1.91881 -0.10601 -0.5 -1.1 -0.1 0.256
H -2.37940 1.79147 0.26409 0.0 -0.5 0.5 0.264
H -3.23429 -0.73174 0.66983 -1.4 0.2 1.3 0.373
H -2.75652 -1.43916 -0.84173 -0.5 -0.8 -0.5 0.269
H -1.83293 -1.92168 0.58184 -0.6 -0.6 0.5 0.295
H 2.96664 1.24090 -0.30204 0.0 2.8 -1.1 0.262
H 4.15832 -0.15742 -0.20150 -2.6 1.1 0.6 0.216
H 3.00608 0.40089 1.29347 0.2 -0.4 -2.9 0.196
```
Positions in Å, forces in eV/Å.

Calculated values
* lowest unoccupied orbital energy: 1.0740 eV
* spin multiplicity: 1
* HOMO energy: -9.2 eV
* E_tot: -341.78948 a.u.
* SMILES string: C=C(C)/N=N/OC
* net charge: 0

---

3.
The following is a quantum chemistry calculation of the molecule C4H8N2O at a distorted geometry, from the Open Molecules 2025 dataset.

```
15
Properties=species:S:1:pos:R:3:forces:R:3:mulliken_charge:R:1
C -1.95653 -0.44990 0.03850 -5.8 -3.7 0.7 -1.020
N -0.72010 -0.05743 -0.11224 2.6 4.2 -2.7 0.203
N -0.40202 1.26407 -0.78193 1.4 0.3 5.3 -0.577
C 1.08620 1.05654 -1.06918 -1.1 0.8 2.9 -0.497
C 1.55674 0.21249 0.19858 0.4 1.7 0.0 -0.512
C 0.25430 -0.58757 0.59051 4.2 5.8 -3.6 0.493
O 0.35249 -1.57044 1.16065 -0.7 -6.1 4.2 -0.523
H -2.65201 0.03398 0.68441 0.1 1.2 1.6 0.350
H -2.66335 -0.53480 -0.77366 0.7 -0.1 -1.4 0.322
H -1.83244 -1.47314 0.43814 -0.6 0.2 0.0 0.339
H -0.25703 1.87856 0.23460 -1.0 -1.3 -3.7 0.280
H 1.49486 2.08984 -1.20847 0.0 -1.2 0.0 0.315
H 1.08081 0.45307 -1.91695 0.5 -0.8 -1.7 0.316
H 2.01918 0.91505 1.06251 -1.1 -1.9 -1.9 0.226
H 2.20064 -0.63498 -0.09703 0.3 0.8 0.4 0.285
```
Positions in Å, forces in eV/Å.

Calculated values
* lowest unoccupied orbital energy: 0.7911 eV
* spin multiplicity: 1
* HOMO energy: -9.3 eV
* E_tot: -341.85867 a.u.
* SMILES string: CN1NCCC1=O
* net charge: 0

---

4.
The following is a quantum chemistry calculation of the molecule C4H8N2O at a distorted geometry, from the Open Molecules 2025 dataset.

```
15
Properties=species:S:1:pos:R:3:forces:R:3:mulliken_charge:R:1
C -1.91113 -0.26002 0.14493 -5.7 0.4 2.4 -1.374
C -0.66745 0.09033 -0.41496 -3.4 3.4 -5.7 0.828
C 0.35091 -0.79049 -0.11842 3.7 -0.8 -6.8 -0.798
N 1.53261 0.05778 -0.55639 -2.2 -0.2 -0.4 -0.108
O 2.60685 -0.47782 0.08672 1.6 1.4 2.2 -0.395
C 1.06369 1.37097 -0.17074 3.1 1.7 3.3 -0.071
N -0.16910 1.52076 -0.06663 -1.9 -2.1 -0.8 -0.544
H -1.66020 -0.37944 1.17808 -0.7 -0.8 1.3 0.375
H -2.46254 -1.26935 -0.27967 1.4 2.8 1.0 0.276
H -2.61378 0.73238 0.21785 1.2 -2.7 -0.7 0.288
H -1.02066 -0.06113 -1.53505 1.9 1.2 1.2 0.170
H 0.30190 -1.68245 -0.78529 0.2 0.4 0.9 0.323
H 0.45717 -1.00732 0.82269 0.6 -1.4 5.6 0.437
H 2.48085 -0.08027 0.99058 1.0 -1.0 -0.6 0.319
H 1.71089 2.23606 0.48630 -1.0 -2.5 -2.7 0.274
```
Positions in Å, forces in eV/Å.

Calculated values
* lowest unoccupied orbital energy: 0.7577 eV
* spin multiplicity: 1
* HOMO energy: -9.5 eV
* E_tot: -341.77704 a.u.
* SMILES string: C[C@@H]1CN(O)C=N1
* net charge: 0

---

5.
The following is a quantum chemistry calculation of a 2-piece molecular cluster, C4H8N2O overall at a distorted geometry, from the Open Molecules 2025 dataset.

```
15
Properties=species:S:1:pos:R:3:forces:R:3:mulliken_charge:R:1
C -2.21351 0.34568 -0.83621 -0.5 1.0 -0.1 -1.076
C -1.32454 1.16620 0.04681 0.6 -0.7 -0.2 0.491
C -1.02985 1.05511 1.36955 0.4 0.0 0.2 -0.444
N 0.11154 1.77285 1.67504 -0.7 0.7 0.7 -0.583
C 0.42196 2.40521 0.58967 0.3 0.0 -1.1 -0.142
N -0.34304 2.00078 -0.46436 -1.2 -0.3 0.1 -0.094
H -1.98030 -0.71185 -0.79069 0.0 -0.1 0.0 0.255
H -2.14145 0.68474 -1.87350 0.1 -0.1 0.0 0.311
H -3.25440 0.52248 -0.55704 0.0 -0.3 0.0 0.300
H -1.58531 0.55759 2.14859 0.1 -0.3 -0.1 0.395
H 1.11988 3.20987 0.44148 0.4 -0.2 0.3 0.364
H -0.43969 2.35047 -1.40211 0.5 0.3 0.1 0.224
O 4.22761 -5.40260 0.10915 0.1 -0.6 0.5 -0.641
H 3.57445 -5.27767 -0.58001 0.2 0.4 -0.1 0.319
H 4.85665 -4.67886 0.12363 -0.2 0.2 -0.3 0.321
```
Positions in Å, forces in eV/Å.

Calculated values
* lowest unoccupied orbital energy: 0.8271 eV
* spin multiplicity: 1
* HOMO energy: -8.6 eV
* E_tot: -341.95769 a.u.
* SMILES string: Cc1cnc[nH]1.O
* net charge: 0

---

6.
The following is a quantum chemistry calculation of a 2-piece molecular cluster, C4H8N2O overall at a distorted geometry, from the Open Molecules 2025 dataset.

```
15
Properties=species:S:1:pos:R:3:forces:R:3:mulliken_charge:R:1
C -1.02396 1.42974 0.55719 -0.9 -0.3 -0.3 -0.913
C 0.03807 0.62924 -0.09774 0.6 -0.6 0.4 0.676
C 1.34178 0.48034 0.27933 -0.7 0.6 0.2 -0.562
N 1.90703 -0.39573 -0.60757 0.3 0.2 -0.4 -0.094
C 0.94810 -0.70857 -1.52444 -0.3 -0.2 0.7 -0.280
N -0.20930 -0.21190 -1.17003 -0.1 1.3 -0.8 -0.695
H -0.72943 1.82244 1.52538 0.1 0.1 -0.1 0.321
H -1.89824 0.79036 0.71363 0.1 -0.1 0.2 0.203
H -1.42907 2.21197 -0.08809 0.4 0.2 0.0 0.271
H 1.87809 1.03831 1.02766 0.2 -0.4 0.1 0.404
H 2.73228 -0.93103 -0.40075 0.3 0.2 -0.4 0.220
H 1.13705 -1.13643 -2.49319 0.1 -0.7 0.3 0.417
O -1.30512 -1.85987 0.97185 -0.2 -0.1 0.1 -0.684
H -1.13187 -1.33885 0.16797 -0.3 -0.3 0.2 0.406
H -2.25542 -1.82003 1.13880 0.3 0.0 -0.2 0.311
```
Positions in Å, forces in eV/Å.

Calculated values
* lowest unoccupied orbital energy: 0.9196 eV
* spin multiplicity: 1
* HOMO energy: -8.7 eV
* E_tot: -341.96186 a.u.
* SMILES string: Cc1c[nH]cn1.O
* net charge: 0

---

7.
The following is a quantum chemistry calculation of the molecule C4H8N2O, from the Open Molecules 2025 dataset.

```
15
Properties=species:S:1:pos:R:3:forces:R:3:mulliken_charge:R:1
N -2.19748 -0.22929 0.19328 0.0 -0.1 0.2 -0.703
C -0.78717 -0.51216 0.35995 0.1 0.0 0.0 0.388
C -0.03671 -0.99381 -0.90552 0.0 -0.2 -0.2 -0.746
C 1.22954 -0.27165 -0.40634 0.2 0.0 -0.1 -0.429
C 0.29884 0.56088 0.42763 0.2 0.3 0.2 0.239
N 0.44863 1.75382 0.83045 -0.3 -0.6 -0.1 -0.612
O 1.76940 2.11312 0.48258 0.2 0.5 0.1 -0.375
H -2.63331 -1.07155 -0.17935 0.0 0.2 0.0 0.255
H -2.64445 -0.06011 1.09056 0.1 0.1 -0.1 0.258
H -0.56457 -1.21838 1.18099 0.0 0.1 -0.1 0.224
H -0.45507 -0.45665 -1.76447 0.1 -0.2 0.1 0.296
H 0.02382 -2.06478 -1.10995 -0.1 0.1 0.1 0.326
H 1.84632 0.28181 -1.11632 -0.1 -0.2 0.1 0.303
H 1.87102 -0.88488 0.23748 -0.1 0.0 -0.2 0.237
H 1.83119 3.05363 0.67903 -0.2 0.0 0.1 0.339
```
Positions in Å, forces in eV/Å.

Calculated values
* lowest unoccupied orbital energy: 0.9560 eV
* spin multiplicity: 1
* HOMO energy: -9.4 eV
* E_tot: -341.87197 a.u.
* SMILES string: N[C@H]1CC/C1=N\O
* net charge: 0

---

8.
The following is a quantum chemistry calculation of the molecule C4H8N2O, from the Open Molecules 2025 dataset.

```
15
Properties=species:S:1:pos:R:3:forces:R:3:mulliken_charge:R:1
C -1.53349 0.03169 -1.05731 -0.1 0.0 -0.1 -1.231
C -0.41026 0.47898 -0.16218 0.0 -0.1 0.2 0.496
C -0.52966 0.51719 1.13829 0.1 -0.1 0.2 0.317
N -0.56234 0.45981 2.37607 0.0 0.3 -0.7 -0.570
O -0.20409 -0.84431 2.79491 0.0 -0.2 0.4 -0.356
C 0.97610 0.63272 -0.75282 0.0 0.2 0.0 -0.572
N 1.47102 -0.71510 -1.04063 0.3 0.0 0.1 -0.567
H -2.41953 -0.24878 -0.48137 0.1 0.1 -0.1 0.361
H -1.18488 -0.83609 -1.62665 -0.1 0.1 0.1 0.331
H -1.81119 0.81276 -1.77271 0.0 0.0 0.1 0.291
H -0.30888 -0.78608 3.75145 0.0 0.0 0.0 0.357
H 1.60741 1.21416 -0.06220 -0.1 -0.1 -0.1 0.345
H 0.92428 1.18731 -1.69810 0.0 -0.1 0.1 0.342
H 1.57519 -1.22498 -0.16659 -0.1 0.0 -0.1 0.230
H 2.39323 -0.67362 -1.46288 -0.1 0.0 0.0 0.226
```
Positions in Å, forces in eV/Å.

Calculated values
* lowest unoccupied orbital energy: 0.9558 eV
* spin multiplicity: 1
* HOMO energy: -9.2 eV
* E_tot: -341.85834 a.u.
* SMILES string: CC(=C=NO)CN
* net charge: 0